Density functional theory data (the ωB97M-V functional and the def2-TZVPD basis) for a structure of composition C20H24FeIN6S.

Positions of all 53 atoms, in Å:
I (0.703, 0.461, -2.830)
Fe (0.180, 0.180, -0.243)
S (1.568, 1.945, 0.738)
N (2.357, 3.337, -1.425)
N (2.611, 4.329, 0.616)
N (-1.425, 1.535, -0.609)
N (-1.504, -1.077, -0.416)
N (-0.174, -0.314, 1.772)
N (1.561, -1.348, -0.313)
C (-1.686, -1.451, 3.236)
C (-3.200, 3.102, -2.054)
C (-1.351, -0.905, 2.009)
C (-1.417, 2.865, -0.493)
C (-2.280, -0.922, 0.835)
C (2.218, 3.274, -0.115)
C (0.711, -0.274, 2.772)
C (-2.331, 0.974, -1.423)
C (2.796, -1.138, 0.162)
C (3.836, -2.034, 0.021)
C (-3.234, 1.723, -2.157)
C (1.329, -2.502, -0.966)
C (3.599, -3.220, -0.650)
C (-2.306, -0.532, -1.520)
C (2.329, -3.450, -1.140)
C (-1.179, -2.506, -0.576)
C (-0.771, -1.383, 4.272)
C (-0.036, -2.763, -1.543)
C (-2.282, 3.683, -1.194)
C (0.455, -0.785, 4.030)
H (-2.809, 0.032, 0.807)
H (1.666, 0.188, 2.561)
H (-0.082, -3.801, -1.873)
H (4.809, -1.792, 0.424)
H (-2.078, -3.054, -0.883)
H (2.957, -0.191, 0.658)
H (2.721, 4.162, -1.874)
H (-2.649, -1.925, 3.364)
H (-2.231, 4.755, -1.066)
H (-1.003, -1.801, 5.242)
H (-0.899, -2.876, 0.413)
H (-0.685, 3.272, 0.191)
H (-0.148, -2.144, -2.438)
H (1.213, -0.717, 4.797)
H (2.097, -4.363, -1.671)
H (2.570, 4.261, 1.618)
H (-3.882, 3.712, -2.629)
H (-3.941, 1.225, -2.807)
H (-1.865, -0.821, -2.474)
H (2.032, 2.564, -2.008)
H (-3.029, -1.715, 0.920)
H (4.385, -3.950, -0.789)
H (-3.330, -0.928, -1.483)
H (3.106, 5.103, 0.208)

As for the net charge: +1. As for the HOMO energy: -10.5 eV. The orbital gap is 8.283 eV. The max |F| is 0.0177 hartree/bohr.